No. 1
{"formula": "C5H9NO", "method": "ωB97M-V/def2-TZVPD", "e_above_lowest_ev": 4.783, "molar_mass_g_mol": 99.1, "orbital_gap_ev": 8.01, "total_energy_ha": -325.761772, "homo_energy_ev": -7.2192, "species": ["H", "H", "C", "H", "H", "C", "C", "C", "N", "H", "C", "H", "H", "H", "O", "H"], "xyz": [[0.6925, -0.6640, 1.7224], [-0.0221, 1.4847, 1.4152], [-2.2404, -1.0045, 1.7588], [-0.2374, -1.7144, -1.0309], [-0.1405, 2.2429, -0.1825], [0.7843, -0.8900, 0.6558], [0.9832, 0.4609, -1.4547], [-0.3883, 1.3502, 0.3958], [0.2509, 0.1708, -0.2221], [1.4940, -0.4515, -1.7648], [-0.4633, -1.1726, -0.1026], [-1.4674, 1.2085, 0.4196], [0.2577, 0.7487, -2.2234], [1.7059, 1.2698, -1.3033], [-3.0001, -1.8332, 1.5467], [1.7910, -1.2064, 0.3702]], "mulliken_charge": [0.23, 0.29, 0.14, 0.15, 0.39, -0.34, -1.09, -0.87, 0.36, 0.44, -0.73, 0.28, 0.36, 0.36, -0.25, 0.27]}

No. 2
{"formula": "C51H45N4OP2STi", "method": "ωB97M-V/def2-TZVPD", "total_charge": 1, "e_above_lowest_ev": 0.307, "molar_mass_g_mol": 871.8, "orbital_gap_ev": 7.43, "total_energy_ha": -4194.953453, "homo_energy_ev": -10.1823, "species": ["H", "C", "C", "H", "C", "H", "C", "H", "C", "C", "H", "H", "H", "C", "C", "H", "C", "H", "C", "C", "H", "C", "C", "H", "C", "H", "H", "H", "N", "N", "C", "C", "C", "H", "H", "P", "H", "H", "H", "C", "C", "H", "Ti", "C", "H", "H", "H", "C", "S", "H", "C", "C", "H", "C", "C", "H", "C", "H", "C", "C", "N", "H", "H", "H", "C", "C", "H", "C", "C", "C", "O", "C", "C", "C", "C", "H", "C", "C", "C", "C", "C", "C", "C", "H", "N", "H", "C", "C", "H", "H", "H", "H", "C", "H", "H", "C", "P", "H", "C", "C", "H", "H", "H", "C", "H"], "xyz": [[2.9550, 3.3813, -5.4463], [2.0045, 3.1836, -0.7995], [-1.3789, -1.9836, 5.7628], [3.1817, 1.6257, -1.7293], [-1.1669, -4.8332, 2.7199], [1.9820, -2.5453, 1.2153], [-1.0349, 3.1397, 3.4686], [-2.7981, -3.0519, -2.9198], [-0.9119, 3.3204, -3.6285], [0.3656, -0.6185, 4.8440], [2.1041, 1.1985, -3.6932], [-1.2563, -6.9511, 2.9154], [3.3260, 1.6930, 0.0010], [-2.7249, -1.8608, -0.5831], [0.7317, 2.5885, -0.5781], [4.1229, 2.9315, -0.9868], [2.0975, 4.5562, -0.9258], [-2.0078, 3.3925, 3.8639], [-0.7468, 1.8266, 3.1510], [2.4430, -0.8277, -1.0053], [-0.0183, -0.8150, 6.9370], [2.7883, 3.6141, -4.3932], [1.4480, 3.1339, -3.9773], [-3.7018, -3.6367, 0.1264], [-1.7217, -2.4340, 4.4986], [3.1697, 0.9229, 3.4486], [2.3558, 2.2457, 1.8642], [-1.1261, 5.4349, -0.4614], [1.3057, 1.8281, -3.6652], [0.5954, 1.2691, -0.4909], [-1.1963, -4.0165, 0.4471], [3.4120, -0.0144, 2.9691], [-2.1864, 4.0749, -3.7205], [1.8449, -4.3734, -3.9991], [2.8664, 4.6900, -4.2721], [0.6907, -0.2385, 2.0551], [-2.5904, 3.9560, -4.7274], [-1.2608, -5.4978, -1.1008], [-2.5695, -3.0897, 4.3602], [2.4391, -0.7236, 2.2745], [2.7598, -1.9640, 1.7162], [1.3228, -3.4410, -1.7781], [0.5018, -0.4184, -0.5571], [-1.3207, -6.3696, 0.8602], [3.0702, 5.0062, -1.0805], [-4.3054, 0.9956, -1.4808], [-1.9537, -2.3115, 6.6155], [5.0153, -1.7409, 2.4875], [-0.0027, -0.3863, -3.1057], [-6.2627, -0.3673, -0.8575], [-5.0991, -2.0739, -0.3062], [1.4196, 2.4906, 2.3426], [-2.0274, 5.1317, -3.5342], [-0.0831, 4.1257, 3.2602], [-0.9751, -2.0050, 3.4099], [0.3714, 4.9569, -4.2304], [-1.7854, -3.3522, -3.1524], [5.4603, 0.0498, 3.5702], [-0.7800, -3.2103, -2.2040], [0.0933, 1.2869, -3.3140], [-0.9924, 2.0448, -3.3005], [-1.4868, 1.0530, 3.3271], [1.0780, 6.4383, -0.9211], [-2.4331, 3.5502, 0.2061], [4.7002, -0.5174, 3.0540], [-0.2594, 4.7999, -0.5751], [4.2811, -3.4386, 1.4100], [-1.2483, -6.1256, 2.2216], [-4.1671, -0.0132, -1.1203], [0.9793, 5.3688, -0.8214], [-1.1753, -2.4340, 2.1146], [0.4922, 1.4876, 2.6038], [-0.4030, 3.4335, -0.4529], [0.0145, -1.0378, 3.5681], [-2.8941, -0.5438, -1.0086], [6.0188, -2.1291, 2.5717], [0.8295, -4.0925, -3.7599], [1.1385, 3.7982, 2.6972], [0.5319, -3.5702, -2.5159], [-5.2688, -0.7788, -0.7697], [3.2291, 2.3207, -0.8881], [-1.1907, -3.7776, 1.8259], [-3.8318, -2.6211, -0.2200], [-2.0177, 0.0577, -1.2723], [3.5022, -1.0927, -1.3770], [-1.0740, -4.6647, 3.7816], [-0.1786, -4.2399, -4.7009], [-0.3074, -1.1207, 5.9428], [-2.1530, 2.4161, -1.1266], [-0.2988, 5.1485, 3.5277], [-5.9547, -2.6662, -0.0172], [-2.2571, -3.9645, -5.1426], [-1.7420, 2.8143, -0.1965], [-2.9239, 3.6745, -3.0318], [-1.4065, -7.3823, 0.4959], [-1.2589, -5.3147, -0.0357], [-1.0194, -2.4975, -0.5416], [-1.6406, 1.9903, 0.5167], [4.0383, -2.4749, 1.8319], [0.3196, 3.9167, -3.9641], [1.1611, 0.1028, 4.9623], [0.0505, -4.6439, -5.6751], [1.8697, 4.5696, 2.5155], [-1.4783, -3.8642, -4.4007], [3.5706, 3.1253, -3.8191]], "mulliken_charge": [0.40, 1.65, -0.69, 0.07, -1.22, 0.14, -0.78, 0.47, 1.20, 0.14, 0.49, 0.42, -0.15, -0.23, 0.30, 0.63, -0.98, 0.46, -0.81, 0.58, 0.48, -1.60, 1.01, 0.49, -0.57, 0.44, 0.45, 0.59, 0.27, 0.60, -0.67, -0.57, -1.50, 0.46, 0.41, 2.26, 0.41, 0.58, 0.69, 1.41, -0.77, 0.36, -0.57, -0.97, 0.52, 0.51, 0.45, -0.75, -0.22, 0.42, -0.79, -0.48, 0.41, -0.91, -0.04, 0.48, -0.43, 0.47, 0.11, -0.45, -0.21, 0.45, 0.48, 0.63, -0.90, -1.10, 0.46, -0.88, -0.83, -1.23, 0.50, 0.31, 1.25, -0.27, 0.64, 0.42, -0.81, -0.97, 0.03, -0.81, -1.40, 0.54, -0.64, -0.36, -0.78, 0.66, -0.61, -0.98, -0.30, 0.44, 0.44, 0.42, -1.11, 0.23, 0.46, -0.40, 3.47, -0.25, -0.62, -1.26, 0.45, 0.39, 0.46, -0.86, 0.35]}

No. 3
{"formula": "C32H47Cl3CrGeN3O7Si", "method": "ωB97M-V/def2-TZVPD", "total_charge": 2, "molar_mass_g_mol": 844.8, "orbital_gap_ev": [4.82, 5.11], "total_energy_ha": -6728.318767, "homo_energy_ev": [-13.1423, -13.1426], "multiplicity": 2, "species": ["C", "H", "H", "C", "H", "C", "Ge", "H", "Cl", "H", "H", "H", "O", "H", "Cl", "C", "C", "H", "N", "H", "C", "O", "H", "H", "H", "O", "H", "C", "C", "C", "Cr", "H", "C", "C", "H", "C", "C", "O", "C", "H", "H", "N", "C", "C", "H", "C", "O", "C", "H", "H", "C", "H", "H", "N", "C", "C", "H", "H", "Si", "O", "H", "H", "H", "H", "Cl", "C", "H", "C", "H", "C", "H", "C", "C", "H", "C", "H", "H", "H", "H", "O", "H", "C", "C", "C", "H", "C", "H", "H", "H", "H", "H", "H", "H", "C", "H"], "xyz": [[1.7829, -1.5442, 4.1822], [-0.3576, -3.0081, -1.1210], [-3.1597, -0.7083, 5.5668], [2.9681, -2.0050, -0.9920], [0.3342, -4.5147, 4.6793], [-3.8284, 0.7806, 2.5829], [-1.0544, -3.2758, 0.6966], [-5.3620, 2.1132, 1.1632], [-0.6182, -1.9411, -0.7690], [2.6228, -1.2235, 3.5652], [1.5799, 3.2783, -3.6296], [2.6247, -3.0126, -0.7460], [0.9124, 0.6867, -0.4782], [-1.4482, -2.2697, 4.9292], [-3.1162, -2.4169, 0.4156], [-2.4812, 1.8545, -2.0898], [0.7179, 2.6315, -3.7663], [3.9232, -2.0839, -1.5067], [-1.4356, 1.4930, -1.3391], [2.9883, 1.5824, -4.6321], [-5.1017, 1.3279, 2.8836], [-2.9712, -0.3422, -1.6611], [4.0170, 0.2564, 0.3352], [-2.2482, 5.1971, -1.8433], [-0.3853, 4.5021, -0.3254], [-4.3824, 0.7072, -3.0635], [-1.5555, -2.4677, -0.8380], [3.8083, 1.2970, 0.0936], [-3.2874, 0.9660, 1.2603], [-4.9485, 0.3873, 5.0972], [-1.6883, -0.5711, -0.5263], [-0.0477, 2.9382, -3.0621], [0.2017, -2.3468, 2.0658], [3.3670, 3.0023, -1.6603], [1.1002, -4.3246, 2.4618], [-3.1437, 0.0403, 3.5634], [-0.9759, 3.7740, -0.8641], [-2.1263, 0.3107, 0.9120], [-3.6860, -0.1497, 4.8055], [4.2162, 3.5248, -1.2158], [1.7126, 1.0589, -5.7183], [1.5390, -2.9607, 3.9750], [-3.4091, 0.6923, -2.3916], [4.6874, 0.9495, -2.2196], [3.0062, 1.6595, 0.7324], [1.9113, -1.3495, -1.9207], [0.7402, 2.2065, 1.1831], [-2.0182, 4.1499, -1.7025], [0.3346, 2.8120, -4.7726], [2.4592, 3.4181, -1.2148], [-0.8688, -2.7507, 4.1432], [2.0203, -1.3556, 5.2277], [0.4949, -1.5816, 1.3483], [-0.4274, -1.7563, 3.1761], [-2.7792, 3.1816, -2.3370], [0.4143, -3.4305, 4.7551], [-3.6224, 3.4274, -2.9669], [-1.0236, 0.9439, -4.1808], [1.8908, 0.6144, -1.9632], [-5.8144, 2.0372, 2.0233], [4.8618, -0.1081, -2.0225], [3.3775, 3.2250, -2.7254], [2.2853, -3.0710, 2.0339], [5.5973, 1.4894, -1.9492], [-0.5678, -4.9484, -0.5149], [0.4701, -0.7708, 3.7778], [1.6656, -3.2277, -2.9395], [1.3672, -3.2730, 2.5888], [-2.1829, -0.3670, 3.2877], [1.0904, 1.1444, -3.6475], [-1.4921, -3.4884, 3.6258], [-0.1750, 0.2967, -3.9627], [-5.6417, 1.1067, 4.1564], [-0.9937, -2.1419, -1.8356], [0.6544, -1.5510, -1.3014], [-0.4740, -0.3770, -3.1585], [0.5445, -3.1531, 5.7993], [-0.0102, -0.3240, 4.6479], [4.7050, 1.8687, 0.3414], [-3.8251, 1.6083, 0.3729], [2.5477, -0.1271, -4.7148], [0.4085, 1.8244, 0.1068], [1.8581, -2.1910, -3.2258], [3.5099, 1.4966, -1.3993], [4.5358, 1.0807, -3.2895], [-0.6834, 2.4290, -0.7395], [0.6988, 0.0230, 3.0622], [-6.6205, 1.5162, 4.3628], [-0.0122, -0.3141, -4.8503], [1.0577, -1.8850, -3.8900], [-0.2415, -1.7459, 0.1935], [2.8087, -2.1499, -3.7534], [3.0989, -1.4237, -0.0823], [2.1551, 0.8886, -4.7361], [-5.3809, 0.2286, 6.0754]], "mulliken_spin": [0.00, -0.03, 0.00, 0.00, 0.00, -0.01, -0.02, 0.00, -0.39, 0.00, 0.00, 0.00, 0.05, 0.00, -0.02, 0.01, 0.00, 0.00, -0.03, 0.00, 0.00, 0.01, 0.00, 0.00, 0.00, 0.00, 0.06, 0.00, -0.01, 0.00, 1.63, 0.00, -0.02, 0.00, 0.00, 0.00, 0.00, 0.00, 0.00, 0.00, 0.00, 0.00, -0.01, 0.00, 0.00, 0.00, -0.01, 0.00, 0.00, 0.00, 0.00, 0.00, -0.02, 0.00, 0.00, 0.00, 0.00, 0.00, -0.02, 0.00, 0.00, 0.00, 0.00, 0.00, -0.02, 0.00, 0.01, 0.00, 0.00, 0.00, 0.00, -0.01, 0.00, -0.01, 0.00, 0.01, 0.00, 0.00, 0.00, 0.01, 0.00, 0.01, -0.04, -0.01, 0.00, -0.01, 0.00, 0.00, 0.00, -0.01, -0.09, 0.00, 0.00, 0.00, 0.00]}

No. 4
{"formula": "C13H28MoNO2PSi", "method": "ωB97M-V/def2-TZVPD", "molar_mass_g_mol": 385.4, "orbital_gap_ev": [5.79, 7.16], "total_energy_ha": -1416.325381, "homo_energy_ev": [-5.6556, -7.1828], "multiplicity": 3, "species": ["H", "H", "C", "O", "C", "H", "C", "H", "C", "H", "H", "H", "H", "N", "H", "H", "Mo", "C", "C", "P", "C", "O", "C", "H", "H", "H", "H", "C", "H", "H", "H", "H", "H", "C", "C", "H", "C", "H", "H", "H", "Si", "H", "C", "H", "H", "H", "H"], "xyz": [[-5.3692, 1.0189, 1.3210], [4.6764, -4.2662, -1.4068], [3.5037, -1.3048, 0.8452], [-2.4104, 0.5688, 0.6002], [5.2376, -2.8005, 0.0905], [1.3924, 2.0392, 1.7964], [-1.0507, 1.9894, 2.8012], [-1.7938, -2.1726, 2.1126], [1.8792, 1.5749, -1.5705], [-0.5632, 2.5009, 3.6487], [-4.2535, -1.6651, 0.8209], [2.2979, 1.8414, -0.5928], [3.1112, -0.4956, 1.4748], [1.3436, -1.4307, -0.1698], [2.0308, 2.4119, -2.2641], [5.5126, -1.2338, 1.5719], [-0.1510, -0.4782, 0.0427], [-0.6635, 2.8316, -1.0238], [4.3414, -3.4408, -0.7777], [0.0896, 1.2168, -1.4378], [-4.1032, -1.0240, -0.0669], [-1.0384, -2.4860, 1.5762], [-0.4012, 1.0043, -3.1856], [-0.3999, 3.5563, -1.8080], [0.6961, 0.0721, 3.1137], [2.2710, -3.4839, -1.5023], [2.4134, 0.6982, -1.9586], [2.6015, -1.9198, -0.0647], [-1.4634, -3.0566, 0.9061], [-3.3893, -1.5134, -0.7458], [-1.7561, 2.7185, -0.9823], [-4.1494, 2.2956, 0.9907], [6.2751, -3.1254, 0.1317], [3.0227, -3.0205, -0.8556], [4.8186, -1.7382, 0.9002], [-1.4946, 2.7201, 2.1083], [-4.6246, 1.3876, 0.6051], [0.0795, 0.1108, -3.6089], [-1.3124, -1.1792, -0.9654], [-0.2951, 3.1970, -0.0554], [0.3409, 0.9893, 1.9850], [-5.0749, -0.8986, -0.5666], [-3.6062, 0.3169, 0.3551], [-0.1026, 1.8792, -3.7836], [-1.8214, 1.2963, 3.1754], [-1.4922, 0.8905, -3.2518], [-5.1551, 1.6073, -0.3287]], "mulliken_spin": [0.00, 0.00, 0.09, -0.01, 0.08, 0.01, 0.00, 0.00, 0.04, 0.00, 0.00, 0.00, 0.01, 0.14, 0.00, 0.00, 1.81, 0.03, -0.05, -0.05, -0.01, 0.02, 0.03, 0.00, 0.02, 0.00, -0.01, -0.07, -0.01, 0.00, -0.01, 0.00, 0.01, 0.08, -0.04, 0.00, 0.00, 0.00, -0.08, 0.00, -0.06, 0.00, 0.01, 0.00, 0.00, 0.00, 0.00]}

No. 5
{"formula": "C5H8ClN2", "method": "ωB97M-V/def2-TZVPD", "total_charge": 1, "e_above_lowest_ev": 2.496, "molar_mass_g_mol": 131.6, "orbital_gap_ev": 9.69, "total_energy_ha": -764.687123, "homo_energy_ev": -14.0226, "species": ["Cl", "C", "N", "C", "C", "H", "H", "H", "H", "H", "H", "C", "H", "C", "N", "H"], "xyz": [[1.5013, -2.8205, 0.4622], [-1.5323, -0.0332, 0.6963], [0.2193, 1.1221, -0.6686], [-1.1764, 0.7048, -0.5965], [1.1897, 0.3248, -0.3622], [-2.6124, -0.1861, 0.6978], [-1.4028, 0.0615, -1.4534], [3.1144, -0.1855, -0.1393], [0.4014, 2.0379, -1.0756], [-1.7933, 1.6013, -0.6661], [-1.2873, 0.5965, 1.5565], [0.3577, -1.6634, 0.5179], [2.8703, 1.4077, -0.7585], [-0.8610, -1.3681, 0.8647], [2.4699, 0.5335, -0.4293], [-1.4585, -2.1333, 1.3541]], "mulliken_charge": [-0.07, -0.66, -0.14, -0.62, 0.22, 0.40, 0.27, 0.23, 0.26, 0.39, 0.28, 0.14, 0.23, -0.07, -0.29, 0.42]}

Copy entry 4 word for word.
{"formula": "C13H28MoNO2PSi", "method": "ωB97M-V/def2-TZVPD", "molar_mass_g_mol": 385.4, "orbital_gap_ev": [5.79, 7.16], "total_energy_ha": -1416.325381, "homo_energy_ev": [-5.6556, -7.1828], "multiplicity": 3, "species": ["H", "H", "C", "O", "C", "H", "C", "H", "C", "H", "H", "H", "H", "N", "H", "H", "Mo", "C", "C", "P", "C", "O", "C", "H", "H", "H", "H", "C", "H", "H", "H", "H", "H", "C", "C", "H", "C", "H", "H", "H", "Si", "H", "C", "H", "H", "H", "H"], "xyz": [[-5.3692, 1.0189, 1.3210], [4.6764, -4.2662, -1.4068], [3.5037, -1.3048, 0.8452], [-2.4104, 0.5688, 0.6002], [5.2376, -2.8005, 0.0905], [1.3924, 2.0392, 1.7964], [-1.0507, 1.9894, 2.8012], [-1.7938, -2.1726, 2.1126], [1.8792, 1.5749, -1.5705], [-0.5632, 2.5009, 3.6487], [-4.2535, -1.6651, 0.8209], [2.2979, 1.8414, -0.5928], [3.1112, -0.4956, 1.4748], [1.3436, -1.4307, -0.1698], [2.0308, 2.4119, -2.2641], [5.5126, -1.2338, 1.5719], [-0.1510, -0.4782, 0.0427], [-0.6635, 2.8316, -1.0238], [4.3414, -3.4408, -0.7777], [0.0896, 1.2168, -1.4378], [-4.1032, -1.0240, -0.0669], [-1.0384, -2.4860, 1.5762], [-0.4012, 1.0043, -3.1856], [-0.3999, 3.5563, -1.8080], [0.6961, 0.0721, 3.1137], [2.2710, -3.4839, -1.5023], [2.4134, 0.6982, -1.9586], [2.6015, -1.9198, -0.0647], [-1.4634, -3.0566, 0.9061], [-3.3893, -1.5134, -0.7458], [-1.7561, 2.7185, -0.9823], [-4.1494, 2.2956, 0.9907], [6.2751, -3.1254, 0.1317], [3.0227, -3.0205, -0.8556], [4.8186, -1.7382, 0.9002], [-1.4946, 2.7201, 2.1083], [-4.6246, 1.3876, 0.6051], [0.0795, 0.1108, -3.6089], [-1.3124, -1.1792, -0.9654], [-0.2951, 3.1970, -0.0554], [0.3409, 0.9893, 1.9850], [-5.0749, -0.8986, -0.5666], [-3.6062, 0.3169, 0.3551], [-0.1026, 1.8792, -3.7836], [-1.8214, 1.2963, 3.1754], [-1.4922, 0.8905, -3.2518], [-5.1551, 1.6073, -0.3287]], "mulliken_spin": [0.00, 0.00, 0.09, -0.01, 0.08, 0.01, 0.00, 0.00, 0.04, 0.00, 0.00, 0.00, 0.01, 0.14, 0.00, 0.00, 1.81, 0.03, -0.05, -0.05, -0.01, 0.02, 0.03, 0.00, 0.02, 0.00, -0.01, -0.07, -0.01, 0.00, -0.01, 0.00, 0.01, 0.08, -0.04, 0.00, 0.00, 0.00, -0.08, 0.00, -0.06, 0.00, 0.01, 0.00, 0.00, 0.00, 0.00]}